Record 1
# C25H27N3O6

C25H27N3O6 in the gas phase (ωB97M-V with the def2-TZVPD basis set, the OMol25 dataset).

Properties
- SMILES: CCOC(=O)c1c(C)n(Cc2ccccc2)c2ccc(OC[C@@H](O)CN3C(=O)CNC3=O)cc12
- Charge: 0

```
61
Properties=species:S:1:pos:R:3:forces:R:3
O 4.89350 -3.43996 0.13311 0.239 0.011 0.180
O 2.12603 2.16290 -1.43156 -0.095 -0.345 0.142
O 0.80173 -2.77826 -1.75006 -0.430 -0.077 -0.042
O 0.86763 3.94005 -1.95919 0.150 -0.123 0.048
O 1.66428 -1.95791 1.22809 -0.122 0.280 -0.130
O -0.08231 -4.35054 0.36344 -0.385 0.083 -0.186
N 2.74531 -1.55704 -1.86834 0.055 0.290 -0.228
N 2.76707 -3.44676 -0.72228 -0.017 -0.194 -0.196
N -2.27074 1.42194 -0.52415 0.030 0.172 -0.189
C -3.48919 2.41221 1.86898 -0.027 -0.017 -0.060
C 1.96421 -2.58847 -1.47820 0.286 -0.198 -0.133
C -0.16119 2.05072 -0.96077 -0.400 -0.039 0.105
C 2.29723 -4.65464 -0.08246 -0.362 -0.190 0.218
C -4.18727 1.59286 0.99221 -0.040 -0.007 0.033
C 4.03991 -1.59904 -1.24543 0.405 0.144 0.053
C -0.11440 0.80891 -0.24158 -0.360 -0.133 0.092
C -2.09338 3.57504 -1.75777 0.005 0.054 -0.061
C 4.48645 2.02825 -1.83376 -0.488 0.125 0.096
C -1.77941 -0.70665 0.69919 -0.035 0.129 -0.067
C -3.94378 2.59936 3.16225 0.020 0.061 0.034
C 0.58136 -1.19179 0.86760 -0.009 0.370 -0.038
C -1.45581 0.45179 0.01444 0.662 -0.318 0.099
C 3.24644 2.89814 -1.91780 0.374 0.414 -0.251
C 0.94488 2.82305 -1.48956 -0.109 0.447 -0.222
C -0.75279 -1.53057 1.11341 0.095 -0.178 0.201
C -1.50321 2.38574 -1.09380 0.463 0.206 -0.184
C 1.49971 -3.19973 1.87611 -0.133 -0.653 0.091
C 0.90740 -0.01087 0.21398 -0.040 -0.288 0.228
C 4.01275 -2.92760 -0.50546 -0.030 0.234 -0.241
C -5.80434 1.15837 2.71985 -0.081 -0.014 0.056
C -3.70501 1.39149 -0.42680 -0.303 0.035 0.030
C -5.34709 0.96667 1.42835 0.075 0.047 -0.090
C 1.18274 -4.40829 0.95629 0.480 0.245 0.116
C -5.10229 1.97443 3.59037 -0.049 -0.002 0.075
H 2.46599 -3.38831 2.35447 -0.113 -0.010 0.037
H 0.72989 -3.13736 2.65261 0.078 0.012 -0.030
H 4.19220 -0.78640 -0.52835 -0.006 -0.091 -0.001
H -1.28881 4.21568 -2.10609 -0.085 0.000 0.010
H 3.17173 -5.09739 0.39980 -0.073 0.042 -0.098
H -2.80382 -0.97274 0.90745 -0.123 -0.043 0.037
H -2.70520 3.28016 -2.61108 -0.079 0.009 -0.030
H -6.70761 0.66584 3.04805 -0.071 -0.044 0.032
H -5.45624 2.12104 4.59980 -0.025 0.005 0.086
H 3.04782 3.20605 -2.95116 0.046 -0.002 0.198
H -2.71736 4.13790 -1.06334 -0.081 0.047 0.020
H -1.00118 -2.45391 1.60957 0.017 -0.058 0.000
H 3.36089 3.80648 -1.31504 -0.024 -0.117 -0.138
H -3.39091 3.23604 3.83681 0.048 0.049 0.059
H 1.15039 -5.28615 1.61640 0.129 0.127 -0.041
H 2.33410 -0.70305 -2.20985 -0.125 -0.090 0.066
H -2.58210 2.90063 1.54365 0.128 0.019 -0.038
H 5.34858 2.59611 -2.17149 0.097 0.021 -0.042
H 1.90929 -5.33944 -0.84316 0.080 0.024 0.125
H 4.37664 1.14863 -2.46278 0.059 -0.117 -0.084
H -4.11845 2.17672 -1.06614 0.094 -0.151 -0.004
H 1.94058 0.25585 0.07151 0.120 -0.009 -0.003
H -0.04069 -3.76322 -0.41605 0.053 -0.113 0.104
H -4.06515 0.42695 -0.80239 0.007 0.129 -0.016
H -5.89506 0.32539 0.75232 -0.048 -0.093 -0.073
H 4.65490 1.71335 -0.80710 0.087 -0.057 0.101
H 4.85319 -1.57862 -1.97710 -0.015 -0.060 0.144
```
Positions in Å, forces in eV/Å.


Record 2
# C22H21AuN4O6S2

A molecular structure, C22H21AuN4O6S2 (ωB97M-V with the def2-TZVPD basis set, the OMol25 dataset).

Properties
- Charge: 0

```
56
Properties=species:S:1:pos:R:3:forces:R:3
Au 1.50588 -0.42105 -1.32008 -0.497 0.281 0.201
S 0.44119 -0.86396 1.59683 -0.053 0.022 0.356
S 2.59906 0.85251 -2.82279 0.127 -0.038 -0.088
O -2.41350 3.33974 -1.00477 0.011 0.005 -0.023
O 0.19016 -1.18679 0.13252 0.615 -0.307 -0.288
O -0.24525 -0.00849 -2.19120 0.216 -0.151 -0.167
O 1.70017 -0.16607 1.75629 -0.030 -0.059 0.000
O 0.25003 -2.04502 2.39817 -0.004 0.070 -0.089
O -0.29059 1.85577 -0.96333 0.103 0.043 -0.084
N 3.39843 -0.70137 -0.57637 -0.257 -0.306 -0.022
N 4.25585 0.37043 -0.73228 0.085 0.178 -0.003
N 4.77757 2.14125 -2.06770 0.075 -0.022 -0.105
N 2.18710 -3.19581 -0.82210 -0.099 0.262 -0.126
C -0.70597 1.16356 3.01483 0.031 -0.007 -0.011
C -1.70865 2.07705 3.28780 -0.023 0.006 -0.014
C 3.81113 -1.70181 0.11797 -0.035 0.152 0.015
C -4.16399 0.46959 -3.41752 -0.007 -0.009 0.000
C -2.00424 0.30954 1.17613 -0.053 -0.048 0.062
C 1.41449 -4.27025 -0.76657 0.025 0.047 0.041
C -0.83080 1.06936 -1.73779 -0.181 -0.001 0.141
C -4.25833 2.56840 -2.23085 0.006 0.006 0.025
C 1.42571 -5.15008 0.30547 -0.038 -0.016 0.025
C -2.86501 2.13079 2.51040 0.009 -0.002 0.005
C -2.22955 1.25295 -2.19879 0.072 0.039 0.000
C 2.99160 -2.93355 0.20789 -0.098 -0.047 -0.007
C -2.99996 1.23269 1.45824 0.010 -0.034 0.034
C -4.85625 1.61625 -3.02885 -0.002 -0.008 -0.005
C 2.27986 -4.89247 1.36113 0.001 -0.018 0.016
C -2.86044 0.29934 -3.00160 0.020 0.014 -0.020
C 3.08812 -3.76968 1.31221 -0.009 0.089 0.047
C -3.92763 3.15575 2.79627 -0.004 -0.002 -0.002
C 3.96983 1.11171 -1.74867 -0.083 -0.081 0.052
C -0.85872 0.28285 1.95366 0.029 0.001 -0.019
C -2.94112 2.39700 -1.79806 0.016 -0.002 0.010
C 5.10391 -1.64280 0.85869 0.095 -0.076 -0.030
H 0.75039 -4.42578 -1.60815 0.027 -0.030 -0.024
H -5.87912 1.76325 -3.35276 0.000 -0.001 0.001
H -1.50867 3.03181 -0.76152 -0.012 0.012 -0.004
H 3.74901 -3.52912 2.13227 -0.021 0.011 0.013
H -2.29929 -0.57926 -3.28835 -0.003 0.000 -0.003
H -1.58813 2.77124 4.11150 0.002 0.004 -0.001
H 4.47879 2.83532 -2.72663 -0.019 0.025 0.034
H 2.30748 -5.54722 2.22142 0.005 0.003 0.003
H 0.20095 1.14204 3.60472 0.002 0.006 -0.003
H -3.54527 4.16462 2.63120 0.002 -0.001 -0.008
H -3.88807 1.26396 0.83773 0.006 0.002 -0.005
H 5.57839 2.32454 -1.48919 -0.019 0.010 0.023
H 5.75639 -0.88367 0.44427 -0.003 -0.019 0.016
H 4.88844 -1.37659 1.89738 -0.026 0.014 -0.005
H -2.10787 -0.37537 0.34505 -0.016 0.000 0.016
H -4.79288 3.01623 2.14970 0.001 -0.001 -0.002
H -4.26233 3.09667 3.83314 0.002 -0.003 0.003
H 0.76820 -6.00785 0.31087 0.002 -0.008 0.001
H 5.59374 -2.61447 0.84604 -0.007 -0.008 0.019
H -4.78685 3.45909 -1.91805 0.000 0.002 0.002
H -4.64338 -0.27679 -4.03582 0.004 0.003 -0.003
```
Positions in Å, forces in eV/Å.


Record 3
# CH9N2O2

3 unconnected molecules or ions with the total composition CH9N2O2 (ωB97M-V with the def2-TZVPD basis set, the OMol25 dataset).

Properties
- Charge: +1

```
14
Properties=species:S:1:pos:R:3:forces:R:3
O 2.10813 -0.30004 -0.68263 0.405 -0.124 0.014
O -1.42768 -1.73115 -0.34127 -0.056 -0.092 0.058
N 0.11490 0.40413 1.39440 0.280 2.262 0.037
N -0.88624 0.98666 -0.54848 -0.557 -0.272 0.042
C -0.10295 1.29851 0.45190 -0.987 -1.412 -1.743
H -1.94438 -2.31966 -0.90520 -0.022 0.012 0.087
H -1.37268 0.07660 -0.56576 0.525 0.347 -0.046
H -0.48834 -0.39607 1.45198 0.179 -0.232 0.348
H 2.16350 -1.21419 -0.97745 -0.224 -0.106 -0.130
H 3.04353 -0.07380 -0.60319 -0.074 0.227 0.021
H -0.93791 1.54020 -1.38430 -0.023 0.374 0.085
H 0.70698 0.76353 2.12206 -0.091 -0.800 0.642
H 0.33745 2.27517 0.35738 0.634 0.034 0.697
H -0.84357 -2.30115 0.16768 0.010 -0.217 -0.113
```
Positions in Å, forces in eV/Å.


Record 4
# C7H16O

C7H16O in the gas phase (ωB97M-V with the def2-TZVPD basis set, the OMol25 dataset).

Properties
- SMILES: CCCC(C)(C)OC
- Charge: 0

```
24
Properties=species:S:1:pos:R:3:forces:R:3
O 0.62445 1.82078 0.11525 -1.180 -1.549 0.628
C 0.27956 -0.27322 1.51174 0.068 0.311 -0.329
C 1.12596 -2.59088 -0.92944 -0.214 -0.089 -0.164
C 0.09353 2.97244 0.69071 -0.472 -0.018 0.288
C -0.18484 0.39632 0.23092 1.721 3.411 -0.129
C -1.69056 0.59063 0.18068 0.412 0.397 0.132
C -0.04802 -1.65095 -1.15555 1.100 1.612 -0.940
C 0.43583 -0.05873 -1.03504 -1.774 -4.316 0.044
H -0.90480 3.21636 0.29229 0.115 0.033 0.095
H -0.42408 -1.75246 -2.17410 -0.025 -0.272 -0.025
H 0.76000 3.80608 0.44642 -0.029 -0.134 0.069
H 0.01803 2.89002 1.78548 -0.019 0.137 -0.021
H 0.03172 0.48644 -1.88418 0.238 0.113 0.080
H 1.52091 -0.05442 -0.98835 -0.053 0.239 -0.047
H -0.21826 -1.23081 1.64667 -0.110 -0.081 0.053
H -1.99011 1.11416 -0.72489 -0.016 -0.001 -0.068
H 0.03971 0.37171 2.35558 -0.046 -0.040 0.097
H -2.01669 1.17336 1.04138 -0.053 0.041 0.045
H 0.82659 -3.62576 -1.09958 0.065 -0.084 0.095
H -0.87391 -1.92343 -0.49861 0.038 0.329 0.120
H 1.35368 -0.44373 1.50005 0.051 0.064 -0.031
H -2.20830 -0.36495 0.22808 0.058 -0.086 -0.053
H 1.51156 -2.50077 0.08428 0.055 -0.043 0.082
H 1.93805 -2.36821 -1.61981 0.070 0.026 -0.022
```
Positions in Å, forces in eV/Å.


Computed values of ΔE to the lowest compared entry with this formula, charge and spin (unit: kJ/mol) for the preceding records, in sequence: 0.0 11.0 68.2 139.9.
Computed values of max |F| (unit: eV/Å) for the preceding records, in sequence: 0.74 0.75 2.45 4.67.